62
Properties=species:S:1:pos:R:3:forces:R:3 method="wB97M-V/def2-TZVPD" max_force_ev_per_a=1.757 e_lumo_ev=1.3 e_above_lowest_ev=1.781 spin_multiplicity=1 total_energy_ev=-181355.002 total_charge=-1 gap_ev=5.0
Au 0.633 -0.510 -0.571 0.1 -1.1 -0.6
O 1.592 -5.958 -2.784 0.0 0.0 0.0
C 2.481 -4.850 -2.597 0.0 0.0 0.0
C 1.746 -3.613 -2.049 0.0 0.0 0.1
C 0.791 -3.079 -3.121 0.0 -0.1 0.0
O -0.247 -3.984 -3.471 0.0 0.0 0.0
C 1.024 -4.024 -0.759 0.0 0.0 0.1
Se -0.092 -2.746 0.266 0.0 0.0 0.1
C 2.906 -2.625 -1.738 0.0 0.0 -0.1
Se 2.701 -0.718 -2.153 -0.2 0.2 0.1
H 2.111 -6.748 -2.947 0.0 0.0 0.0
H 2.941 -4.582 -3.557 0.0 0.0 0.0
H 3.277 -5.128 -1.897 0.0 0.0 0.0
H 1.382 -2.809 -4.009 0.0 0.0 0.0
H 0.307 -2.174 -2.760 0.0 0.0 0.0
H 0.114 -4.878 -3.461 0.0 0.0 0.0
H 1.788 -4.390 -0.067 0.0 -0.1 0.0
H 0.347 -4.849 -0.969 0.0 0.0 0.0
H 3.802 -2.915 -2.291 0.0 0.0 0.0
H 3.134 -2.687 -0.675 0.0 0.0 0.0
F -1.522 -0.094 4.542 0.0 0.0 0.0
B -1.806 0.311 3.232 0.1 -0.1 0.0
F -1.235 1.598 3.007 0.1 0.1 -0.1
F -3.198 0.389 3.033 0.0 0.0 0.0
F -1.244 -0.594 2.306 -0.1 0.2 0.1
C 1.675 4.664 -2.251 0.0 0.0 0.0
N 2.257 3.303 -2.630 0.1 -0.1 -0.1
C 3.367 2.918 -1.636 0.0 0.0 0.0
N 2.897 3.020 -0.303 -0.1 0.0 -0.1
C 2.440 4.372 -0.038 0.1 0.0 0.1
N 1.314 4.723 -0.886 -0.1 0.2 0.2
C 0.171 3.853 -0.554 -0.3 -0.1 -0.1
P 0.345 2.037 -1.039 0.4 1.7 0.0
C 1.218 2.228 -2.651 0.1 0.0 0.0
C 1.953 1.952 0.075 -0.2 -0.2 0.2
H 0.804 4.811 -2.890 0.0 0.0 0.0
H 2.445 5.403 -2.482 0.0 0.0 0.0
H 2.666 3.378 -3.562 0.0 0.0 0.0
H 4.184 3.621 -1.813 0.0 0.0 0.0
H 3.664 1.895 -1.876 0.0 0.0 0.0
H 3.264 5.066 -0.225 0.0 0.0 0.0
H 2.138 4.450 1.004 0.0 0.0 0.0
H -0.735 4.223 -1.037 0.0 0.0 -0.1
H 0.015 3.912 0.525 -0.1 0.0 0.0
H 0.468 2.445 -3.411 0.0 0.2 0.1
H 1.714 1.291 -2.903 -0.1 0.0 -0.1
H 2.465 1.001 -0.038 0.1 0.0 0.1
H 1.661 2.074 1.118 0.0 0.0 0.0
C -2.956 2.077 -0.005 0.0 0.0 0.1
C -2.418 1.228 -1.157 -0.2 0.5 -0.1
C -2.516 -0.245 -0.802 0.1 -0.1 0.1
C -3.267 1.468 -2.418 0.0 0.1 0.0
N -1.084 1.675 -1.545 0.0 -1.3 0.4
H -3.971 1.778 0.263 0.0 0.0 0.0
H -2.961 3.136 -0.281 0.0 0.0 0.0
H -2.350 1.936 0.892 0.0 0.0 0.0
H -3.561 -0.531 -0.660 0.0 0.0 -0.1
H -2.009 -0.450 0.139 0.1 0.0 0.1
H -2.082 -0.863 -1.590 0.0 0.0 0.0
H -4.305 1.198 -2.218 0.0 0.0 0.0
H -2.894 0.858 -3.241 0.0 0.0 0.0
H -3.232 2.519 -2.718 0.0 0.0 0.0


60
Properties=species:S:1:pos:R:3:forces:R:3 method="wB97M-V/def2-TZVPD" max_force_ev_per_a=3.416 e_lumo_ev=-10.2 spin_multiplicity=1 total_energy_ev=-73603.461 total_charge=+2 gap_ev=1.1
C 0.275 -2.699 1.323 -0.4 -0.5 -0.2
C 0.223 -2.034 0.007 0.4 -0.1 0.2
N 0.815 -2.700 -0.981 0.4 0.9 -0.5
C -0.393 -0.756 -0.302 0.3 -1.0 -0.7
Nb -0.795 0.833 1.342 -0.1 1.1 -2.0
I -1.388 2.699 -0.612 0.4 -0.5 0.7
C -3.056 0.343 1.476 0.7 -0.6 1.1
C -3.164 -1.135 1.785 -0.8 1.5 0.3
C -4.515 -1.704 1.646 1.6 -1.2 -1.2
O -3.378 -1.997 0.706 0.9 -1.0 -0.2
H 0.130 -3.761 1.173 0.1 -0.3 0.0
H 1.278 -2.571 1.723 0.2 0.2 0.2
H -0.464 -2.350 2.027 0.0 0.3 0.2
H 0.670 -2.178 -1.833 -0.4 -0.2 -0.2
H 0.263 -0.249 -1.012 0.0 0.2 -0.2
H -1.354 -0.887 -0.800 -0.7 0.3 0.7
H -1.254 2.076 2.561 -0.4 -0.5 0.1
H 0.953 1.384 1.415 -0.1 0.0 0.4
H -0.412 -0.221 2.729 0.1 0.3 0.1
H -3.546 0.498 0.523 -0.1 0.5 -0.1
H -3.532 0.851 2.304 -0.2 0.4 -0.1
H -2.588 -1.531 2.603 0.2 -0.3 0.2
H -5.122 -1.286 0.881 -1.1 1.7 2.8
H -4.754 -2.616 2.164 -0.6 0.1 0.4
C 1.461 5.338 1.573 0.1 0.0 0.0
C 0.591 4.957 2.760 0.0 0.1 -0.1
O 1.271 4.230 3.762 -0.1 -0.2 0.0
C 2.371 4.885 4.373 0.1 0.1 0.0
C 2.013 6.187 5.067 -0.1 0.0 0.0
H 1.904 4.446 1.125 0.0 0.0 0.0
H 0.863 5.850 0.818 0.0 0.0 0.0
H 2.275 6.005 1.859 0.0 0.1 0.0
H -0.210 4.300 2.417 0.0 -0.1 0.1
H 0.108 5.845 3.182 0.0 0.0 0.0
H 3.173 5.046 3.643 0.0 0.0 0.0
H 2.754 4.175 5.105 0.0 -0.1 0.0
H 1.632 6.934 4.369 0.1 0.0 0.0
H 2.895 6.605 5.551 0.0 0.0 0.0
H 1.248 6.018 5.824 0.0 0.0 0.0
K -5.548 -2.029 -0.791 -0.8 -0.5 -2.0
Cl 2.719 -1.543 -1.759 0.6 -0.8 0.1
C 4.739 -4.537 -5.448 0.2 0.0 -0.1
C 3.363 -4.703 -4.820 0.3 0.2 0.0
C 2.413 -5.508 -5.727 0.1 0.0 0.4
C 2.236 -4.838 -6.998 0.1 -0.4 0.4
N 2.131 -4.300 -8.001 -0.2 0.9 -1.0
H 4.688 -3.969 -6.380 0.0 0.0 0.0
H 5.429 -3.980 -4.790 -0.3 -0.3 -0.3
H 5.203 -5.502 -5.659 0.0 0.0 0.0
H 2.927 -3.723 -4.611 -0.1 0.0 0.0
H 3.441 -5.221 -3.865 -0.1 -0.1 0.0
H 1.432 -5.625 -5.264 -0.1 0.0 -0.1
H 2.809 -6.506 -5.928 0.0 0.0 -0.1
Be 5.388 -2.571 -3.110 -0.4 0.6 0.6
C -7.066 1.370 1.540 0.2 0.3 0.2
O -6.487 1.588 0.444 0.3 -0.2 -0.1
O -6.886 2.270 2.545 0.0 -0.4 -0.6
O -7.759 0.370 1.749 0.0 -0.4 0.1
H -6.322 2.950 2.146 0.0 0.2 0.2
Mg 1.909 -2.825 -9.551 0.1 -0.5 0.4


74
Properties=species:S:1:pos:R:3:forces:R:3 method="wB97M-V/def2-TZVPD" max_force_ev_per_a=1.733 e_lumo_ev="-2.8 / -2.8" e_above_lowest_ev=1.642 spin_multiplicity=5 total_energy_ev=-135742.221 total_charge=+1 gap_ev="8.4 / 8.4"
Fe 1.585 0.188 -0.171 -0.2 -0.5 0.4
N 2.347 -1.838 0.750 0.0 0.7 -0.2
C 3.163 -1.649 1.960 -0.1 -0.1 0.2
C 2.335 -1.078 3.109 0.2 0.2 -0.1
C 2.263 0.445 3.102 -0.1 -0.1 0.1
N 1.334 0.970 2.088 0.1 -0.1 -0.7
H 1.644 -2.553 0.904 0.0 0.0 -0.1
H 2.944 -2.147 -0.012 -0.2 -0.2 -0.1
H 3.958 -0.947 1.708 0.1 -0.1 0.0
H 3.624 -2.591 2.274 0.0 0.0 -0.1
H 2.791 -1.382 4.053 -0.1 -0.1 0.0
H 1.325 -1.500 3.072 0.0 -0.1 0.1
H 3.250 0.838 2.859 0.0 0.1 0.1
H 1.992 0.800 4.102 0.0 0.1 -0.1
H 1.558 1.948 1.925 -0.2 0.1 0.1
H 0.376 0.938 2.420 0.0 0.0 -0.1
N -1.703 2.053 0.014 -0.1 -0.1 0.1
N -1.647 1.404 -1.247 0.0 0.0 0.2
C -0.867 0.264 -1.327 -0.4 -0.2 -0.1
O -0.596 -0.218 -2.423 -0.1 0.2 0.0
O -0.527 -0.261 -0.177 1.5 0.9 -0.1
H -2.342 2.834 -0.074 0.0 0.0 0.0
H -0.788 2.424 0.249 0.0 0.1 0.0
H -1.557 2.010 -2.051 0.1 0.0 0.0
S 2.864 -0.563 -2.260 0.1 0.1 0.8
C 1.812 -0.539 -3.592 0.1 0.0 -0.3
N 1.440 0.538 -4.274 -0.1 -0.1 -0.1
C 0.498 0.203 -5.339 -0.1 0.1 0.0
C 0.548 -1.338 -5.360 0.0 -0.1 -0.1
N 1.389 -1.636 -4.207 -0.2 0.1 -0.1
H 1.520 1.467 -3.900 0.1 0.0 0.1
H 0.820 0.644 -6.281 0.0 0.0 0.0
H -0.501 0.560 -5.088 0.0 0.0 0.0
H 1.012 -1.728 -6.267 -0.1 0.0 0.0
H -0.442 -1.778 -5.244 0.0 0.0 0.0
H 1.479 -2.551 -3.806 0.1 0.0 0.1
F 4.884 4.188 -1.684 -0.1 0.0 0.1
C 4.460 2.948 -1.599 0.3 -0.3 -0.3
F 5.504 2.157 -1.359 -0.1 0.0 0.1
F 3.911 2.566 -2.749 0.0 0.1 0.0
S 3.238 2.696 -0.190 0.3 0.2 0.3
O 3.586 1.404 0.366 -0.3 -0.7 -0.2
O 3.326 3.825 0.677 0.4 0.2 0.0
N 1.767 2.521 -0.807 0.2 -0.3 0.0
S 1.199 3.920 -1.369 -0.6 0.3 -0.2
O 2.233 4.671 -1.996 0.0 0.3 0.0
O -0.033 3.694 -2.057 0.0 -0.3 0.0
C 0.669 4.866 0.185 -0.4 -0.1 0.2
F -0.598 5.262 0.026 0.1 0.1 -0.2
F 1.414 5.915 0.441 0.1 -0.1 -0.1
F 0.666 4.044 1.256 0.0 0.0 -0.1
C -3.314 -3.165 2.987 -0.2 -0.2 0.0
N -2.549 -1.842 2.893 0.0 0.0 0.1
C -3.554 -0.742 2.527 -0.2 0.3 -0.1
N -4.276 -1.078 1.363 -0.2 0.1 -0.1
C -4.964 -2.350 1.510 0.1 0.1 0.1
N -4.022 -3.423 1.794 -0.2 -0.2 0.0
C -3.149 -3.683 0.642 0.2 0.2 -0.1
P -2.045 -2.229 0.107 -0.8 -0.8 0.5
C -1.462 -1.940 1.880 0.3 -0.1 -0.7
C -3.465 -0.999 0.149 0.4 -0.1 -0.1
H -4.006 -3.076 3.827 0.1 0.1 0.0
H -2.590 -3.957 3.188 0.1 0.1 0.0
H -2.145 -1.624 3.804 0.0 0.0 0.0
H -2.996 0.182 2.368 0.1 -0.1 0.1
H -4.230 -0.634 3.379 0.1 -0.1 0.1
H -5.500 -2.576 0.590 0.0 0.0 0.0
H -5.688 -2.278 2.326 0.0 0.0 0.0
H -3.788 -3.966 -0.197 0.1 0.0 0.0
H -2.517 -4.545 0.871 0.0 0.0 0.0
H -0.878 -1.023 1.871 -0.1 0.1 0.1
H -0.814 -2.776 2.155 0.0 0.0 0.1
H -4.106 -1.195 -0.713 0.0 0.0 0.0
H -3.067 0.009 0.052 0.0 0.0 0.0


57
Properties=species:S:1:pos:R:3:forces:R:3 method="wB97M-V/def2-TZVPD" max_force_ev_per_a=2.615 e_lumo_ev="-2.7 / -2.7" spin_multiplicity=6 total_energy_ev=-65763.157 total_charge=+1 gap_ev="5.5 / 5.8"
O -3.028 1.749 -3.453 -0.4 -0.4 -0.3
H -3.348 1.791 -4.372 0.3 0.0 0.5
Sm -0.071 -0.425 -0.648 -0.2 -0.4 0.1
N 1.817 -1.923 -1.000 -0.1 0.1 -0.2
N 1.026 0.062 -2.410 0.5 -0.4 -0.4
O 2.343 -3.034 -0.274 0.3 -0.9 0.5
O 0.549 1.198 -3.121 0.5 0.7 -0.8
C 2.536 -1.709 -2.162 -0.5 0.8 0.4
C 2.146 -0.598 -2.901 -1.0 0.3 0.6
C 3.673 -2.566 -2.593 0.7 0.0 -0.8
C 2.777 -0.113 -4.130 0.9 -0.2 -1.1
H 3.629 -3.560 -2.160 0.0 0.0 0.0
H 4.645 -2.110 -2.332 -0.3 -0.2 0.1
H 3.687 -2.664 -3.699 -0.1 0.0 0.6
H 2.546 0.942 -4.296 0.1 -0.2 0.0
H 2.427 -0.677 -5.014 0.1 0.2 0.2
H 3.874 -0.238 -4.083 -0.5 0.1 -0.1
H 1.892 -3.136 0.591 0.1 0.7 -1.0
H -0.355 1.455 -2.843 0.6 -0.7 -0.1
O 1.889 0.612 0.455 1.2 0.8 -2.2
H 2.490 -0.086 0.076 -0.6 0.1 0.7
H 1.953 1.216 -0.356 0.0 -0.5 1.5
C -2.981 0.374 -3.041 0.2 0.3 -0.1
H -2.934 0.414 -1.943 -0.4 -0.2 -0.1
H -2.027 -0.053 -3.373 -0.2 -0.3 -0.2
H -3.841 -0.248 -3.391 0.7 0.6 0.4
O -0.935 -2.529 -1.018 -0.2 -1.6 0.9
H -0.028 -2.857 -1.215 0.1 0.1 -0.6
H -1.013 -2.839 -0.094 -0.5 -0.1 -0.5
C -3.250 1.946 0.865 0.2 0.0 0.2
P -1.528 1.478 0.627 -0.4 -1.4 -0.8
C -0.953 2.800 -0.539 0.3 0.5 1.2
C -0.755 1.475 2.270 0.2 -0.2 0.6
C -0.838 2.696 2.913 -0.1 0.2 0.0
C -0.447 2.818 4.232 0.5 -0.5 1.0
C 0.032 1.684 4.939 -0.3 1.2 -0.2
C 0.115 0.452 4.310 0.3 -0.4 0.1
C -0.250 0.318 2.978 -0.7 1.0 -0.9
P -0.145 -1.296 2.140 0.5 0.8 -1.2
C 1.164 -2.210 3.043 -0.5 -0.5 0.8
C -1.914 -1.816 2.220 0.4 -0.9 1.2
H -3.754 1.961 -0.129 0.2 0.1 0.9
H -3.133 2.941 1.318 -1.0 -0.1 0.0
H -3.701 1.201 1.557 0.0 0.8 -0.5
H -1.238 3.717 -0.010 0.3 0.3 -0.5
H 0.128 2.820 -0.747 -0.3 0.0 0.2
H -1.498 2.746 -1.488 -0.1 -0.1 0.3
H -1.247 3.545 2.338 0.3 -0.3 0.6
H -0.520 3.787 4.719 0.1 -0.2 0.1
H 0.342 1.786 5.983 -0.2 0.0 -0.4
H 0.481 -0.440 4.854 -0.3 0.8 -0.3
H 0.931 -2.280 4.121 0.3 -0.4 -0.5
H 1.337 -3.217 2.608 -0.3 0.5 0.4
H 2.111 -1.654 2.947 -0.5 0.0 -0.2
H -2.068 -2.810 1.765 -0.1 0.3 0.4
H -2.214 -1.806 3.275 -0.3 -0.3 -0.3
H -2.530 -1.086 1.695 0.3 0.1 -0.1